Record 1
This record from the Open Molecules 2025 dataset describes C16H27NO5Tl as an isolated structure at a distorted geometry. The level of theory is ωB97M-V/def2-TZVPD.

Geometry as XYZ:
```
50
C16H27NO5Tl, DFT ωB97M-V/def2-TZVPD
C -0.599 -2.221 -4.079
C -1.115 -1.208 -4.993
H -0.543 -3.199 -4.488
H -0.571 -2.024 -2.914
C -0.993 0.082 -4.540
C -0.579 0.239 -3.076
H -1.473 -0.099 -2.406
H -0.055 1.136 -2.858
C -1.723 -1.609 -6.389
H -1.714 -2.706 -6.594
H -1.301 -1.189 -7.323
H -2.797 -1.342 -6.488
C -1.443 1.062 -5.557
H -2.530 0.914 -5.870
H -0.891 0.938 -6.529
H -1.306 2.126 -5.266
Tl -1.232 -0.979 2.667
O -0.297 -0.960 -0.369
C 0.570 -0.307 -0.981
O 0.378 0.637 1.870
C 1.197 0.988 1.017
O 2.077 1.911 1.333
N 1.327 0.643 -0.326
C 3.033 2.143 0.216
C 2.441 1.436 -0.951
H 3.985 1.766 0.601
H 3.138 3.223 0.098
H 3.168 0.792 -1.456
H 2.073 2.121 -1.716
C 0.720 -0.468 -2.650
C 0.814 -1.984 -3.205
H 1.558 0.257 -2.763
H 0.887 -2.799 -2.390
H 1.792 -2.286 -3.722
C -1.535 1.942 5.087
O -2.060 0.625 5.002
C -1.948 -0.209 6.142
C -0.535 -0.564 6.471
O 0.195 -0.613 5.228
C 1.638 -0.678 5.438
H -1.395 2.216 4.044
H -0.619 1.975 5.688
H -2.266 2.619 5.533
H -2.391 0.224 7.028
H -2.493 -1.119 5.915
H -0.103 0.160 7.163
H -0.490 -1.542 6.953
H 1.985 0.220 6.030
H 1.951 -1.622 5.967
H 2.073 -0.667 4.408
```

E_tot   -33440.354 eV
Total charge   +1
HOMO level   -9.935 eV


Record 2
This record from the Open Molecules 2025 dataset describes a 4-piece molecular cluster, H9O4 overall at a distorted geometry. The level of theory is ωB97M-V/def2-TZVPD.

Geometry as XYZ:
```
13
H9O4, DFT ωB97M-V/def2-TZVPD
O -0.899 0.691 -0.382
H -1.352 -0.089 0.150
H 0.176 0.603 0.024
H -0.554 0.154 -1.195
O 1.067 -1.133 -2.169
H 1.989 -1.288 -1.854
H 1.156 -1.330 -3.154
O 1.300 0.789 0.870
H 2.199 0.548 0.591
H 1.307 1.698 1.223
O -1.887 -0.184 1.730
H -2.048 -1.025 2.192
H -2.455 0.565 1.972
```

E_tot   -8312.178 eV
Total charge   +2
HOMO level (spin up / spin down)   -19.630 / -19.627 eV
Spin multiplicity   2
Relative energy (zero: lowest compared OMol25 entry of this formula, charge and spin)   2.4489 eV


Repeat the first record exactly.
This record from the Open Molecules 2025 dataset describes C16H27NO5Tl as an isolated structure at a distorted geometry. The level of theory is ωB97M-V/def2-TZVPD.

Geometry as XYZ:
```
50
C16H27NO5Tl, DFT ωB97M-V/def2-TZVPD
C -0.599 -2.221 -4.079
C -1.115 -1.208 -4.993
H -0.543 -3.199 -4.488
H -0.571 -2.024 -2.914
C -0.993 0.082 -4.540
C -0.579 0.239 -3.076
H -1.473 -0.099 -2.406
H -0.055 1.136 -2.858
C -1.723 -1.609 -6.389
H -1.714 -2.706 -6.594
H -1.301 -1.189 -7.323
H -2.797 -1.342 -6.488
C -1.443 1.062 -5.557
H -2.530 0.914 -5.870
H -0.891 0.938 -6.529
H -1.306 2.126 -5.266
Tl -1.232 -0.979 2.667
O -0.297 -0.960 -0.369
C 0.570 -0.307 -0.981
O 0.378 0.637 1.870
C 1.197 0.988 1.017
O 2.077 1.911 1.333
N 1.327 0.643 -0.326
C 3.033 2.143 0.216
C 2.441 1.436 -0.951
H 3.985 1.766 0.601
H 3.138 3.223 0.098
H 3.168 0.792 -1.456
H 2.073 2.121 -1.716
C 0.720 -0.468 -2.650
C 0.814 -1.984 -3.205
H 1.558 0.257 -2.763
H 0.887 -2.799 -2.390
H 1.792 -2.286 -3.722
C -1.535 1.942 5.087
O -2.060 0.625 5.002
C -1.948 -0.209 6.142
C -0.535 -0.564 6.471
O 0.195 -0.613 5.228
C 1.638 -0.678 5.438
H -1.395 2.216 4.044
H -0.619 1.975 5.688
H -2.266 2.619 5.533
H -2.391 0.224 7.028
H -2.493 -1.119 5.915
H -0.103 0.160 7.163
H -0.490 -1.542 6.953
H 1.985 0.220 6.030
H 1.951 -1.622 5.967
H 2.073 -0.667 4.408
```

E_tot   -33440.354 eV
Total charge   +1
HOMO level   -9.935 eV